# 1
123
Properties=species:S:1:pos:R:3:forces:R:3 method="wB97M-V/def2-TZVPD" gap_ev=5.3 total_energy_ev=-114979.995 total_charge=+1 e_above_lowest_kj_mol=122.5
Be -0.137 -0.137 -0.189 -0.1 -0.4 -0.1
F -4.294 -4.077 3.469 0.0 0.0 0.0
C -4.329 -2.732 3.335 0.1 0.0 -0.1
C -3.407 -2.131 2.523 0.0 -0.1 0.0
C -3.371 -0.744 2.410 -0.1 0.0 0.2
C -2.323 -0.117 1.606 0.0 0.1 0.1
O -1.407 -0.801 1.140 -0.2 0.0 0.2
C -2.432 1.304 1.462 0.2 -0.1 -0.3
C -3.336 1.993 2.193 0.0 -0.1 0.1
N -4.248 1.416 3.025 0.1 0.2 -0.2
C -5.087 2.227 3.869 -0.1 0.0 0.1
C -5.588 3.549 3.387 0.1 0.1 -0.1
C -6.543 2.404 3.528 -0.1 -0.1 0.0
C -4.300 0.035 3.118 0.1 -0.2 0.0
C -5.263 -0.609 3.900 -0.1 -0.1 0.1
C -5.286 -1.992 4.035 0.0 0.2 -0.1
N -6.296 -2.582 4.834 0.0 0.0 0.0
C -6.618 -4.000 4.746 0.0 0.1 -0.1
C -8.016 -4.191 5.376 0.3 -0.3 -0.1
N -8.703 -2.864 5.334 0.0 0.0 0.0
C -8.083 -1.919 6.316 0.4 0.2 0.2
C -6.554 -2.073 6.170 -0.1 -0.1 0.0
C -1.556 2.043 0.472 -0.2 0.0 0.2
O -1.661 3.254 0.393 0.0 -0.1 0.0
O -0.798 1.300 -0.254 -0.1 0.4 -0.1
H -2.678 -2.720 1.978 0.0 0.0 0.0
H -3.339 3.072 2.124 0.0 0.0 0.0
H -4.832 2.142 4.920 0.0 0.1 0.0
H -5.331 3.862 2.385 0.0 0.0 0.0
H -5.633 4.359 4.100 0.0 0.0 0.1
H -6.899 1.944 2.615 0.1 0.0 0.0
H -7.266 2.419 4.333 0.1 0.0 0.0
H -6.020 -0.020 4.399 0.0 0.0 0.0
H -5.896 -4.637 5.264 -0.1 0.0 0.0
H -6.631 -4.294 3.698 0.0 0.0 0.0
H -7.953 -4.505 6.416 -0.1 0.1 0.0
H -8.600 -4.924 4.825 -0.1 0.1 0.0
H -9.709 -2.940 5.468 0.0 0.0 0.0
H -8.508 -2.476 4.406 -0.1 0.0 0.0
H -8.426 -2.167 7.319 -0.1 -0.1 -0.1
H -8.413 -0.912 6.064 -0.1 0.0 -0.1
H -6.172 -2.768 6.929 0.0 0.0 0.0
H -6.057 -1.121 6.324 0.0 0.0 0.0
S 0.858 2.692 -5.228 0.2 -0.1 0.0
C 1.596 3.297 -6.645 -0.1 0.0 0.1
C 2.923 3.004 -6.692 0.0 0.1 -0.1
C 3.355 2.274 -5.562 0.0 -0.1 0.2
C 2.349 2.007 -4.670 -0.2 0.2 -0.3
C 2.435 1.294 -3.398 0.2 -0.1 0.3
C 1.269 1.005 -2.652 -0.1 0.1 0.0
N 1.291 0.474 -1.457 0.2 0.0 0.1
C 2.478 0.170 -0.914 0.3 0.0 -0.4
C 3.695 0.322 -1.590 -0.3 0.0 0.2
C 4.898 -0.093 -0.931 0.1 0.0 0.1
C 4.871 -0.605 0.321 0.1 0.0 -0.1
C 3.638 -0.751 1.038 -0.2 0.1 -0.1
C 3.541 -1.286 2.326 -0.2 0.0 0.1
C 2.301 -1.404 2.931 0.2 0.2 -0.3
C 1.181 -0.950 2.209 0.0 -0.1 0.2
N 1.241 -0.444 0.998 0.1 0.0 -0.2
C 2.450 -0.349 0.408 0.2 -0.2 0.3
C 2.128 -1.987 4.261 -0.2 -0.1 0.3
C 3.080 -2.471 5.113 0.0 0.1 -0.1
C 2.548 -2.988 6.321 0.0 0.0 0.1
C 1.195 -2.895 6.375 -0.1 0.1 -0.1
S 0.549 -2.177 4.960 0.3 0.0 0.0
C 3.651 0.908 -2.860 -0.2 0.1 -0.1
H 1.004 3.836 -7.367 0.0 0.0 0.0
H 3.572 3.301 -7.503 0.0 0.0 0.0
H 4.377 1.955 -5.419 0.0 0.0 0.0
H 0.290 1.231 -3.060 0.0 0.0 0.0
H 5.836 0.011 -1.462 0.0 0.0 0.0
H 5.786 -0.919 0.809 0.0 0.0 0.0
H 4.441 -1.608 2.834 0.0 0.0 0.0
H 0.195 -1.030 2.644 -0.1 0.0 -0.1
H 4.137 -2.460 4.892 0.0 0.0 0.0
H 3.151 -3.413 7.110 0.0 0.0 0.0
H 0.534 -3.209 7.166 0.0 0.0 0.0
H 4.576 1.086 -3.393 0.0 0.0 0.0
C -4.806 -0.876 -3.903 0.2 0.0 0.0
C -3.651 -0.432 -3.004 -0.2 0.1 -0.1
C -2.721 0.522 -3.749 0.0 -0.2 0.1
C -4.196 0.256 -1.758 0.0 -0.1 0.0
O -2.980 -1.611 -2.574 -0.1 0.2 -0.1
Si -1.521 -2.328 -2.749 0.6 -0.1 0.9
S -0.234 -2.085 -1.096 -0.3 0.0 -0.4
O -0.743 -1.881 -4.107 0.0 0.1 -0.4
C -0.531 -2.564 -5.350 0.0 -0.1 -0.2
C -1.868 -3.008 -5.943 0.0 0.1 0.2
C 0.146 -1.562 -6.274 0.0 0.0 0.1
C 0.380 -3.770 -5.127 -0.1 0.1 0.1
O -1.843 -3.920 -2.908 -0.2 -0.4 0.1
C -2.524 -4.889 -2.108 0.0 -0.1 -0.1
C -3.108 -4.300 -0.824 0.1 0.2 -0.1
C -1.507 -5.975 -1.765 -0.1 0.1 0.0
C -3.644 -5.455 -2.980 0.1 0.1 0.0
H -5.427 -0.025 -4.187 0.0 0.0 0.0
H -5.423 -1.602 -3.370 0.0 0.0 0.0
H -4.415 -1.348 -4.805 0.0 0.0 0.0
H -3.287 1.369 -4.139 0.0 0.0 0.0
H -2.233 0.003 -4.572 0.0 0.1 -0.1
H -1.948 0.887 -3.069 0.0 0.1 0.0
H -4.784 1.136 -2.027 0.0 0.0 0.0
H -3.360 0.568 -1.138 0.1 0.1 0.1
H -4.819 -0.435 -1.185 0.0 0.0 0.0
H -2.530 -2.146 -6.060 0.0 0.0 0.0
H -2.345 -3.727 -5.277 0.0 0.0 -0.1
H -1.717 -3.467 -6.921 0.0 0.0 0.0
H -0.467 -0.666 -6.362 0.0 0.1 0.0
H 0.291 -1.991 -7.267 0.0 0.0 0.0
H 1.117 -1.282 -5.863 0.0 0.1 0.0
H -0.075 -4.445 -4.404 0.0 -0.1 -0.1
H 1.343 -3.442 -4.732 0.0 0.0 0.0
H 0.540 -4.299 -6.067 0.0 0.0 0.0
H -2.308 -3.865 -0.224 0.0 0.0 0.1
H -3.611 -5.082 -0.251 0.0 0.0 0.0
H -3.821 -3.509 -1.063 0.0 0.0 0.0
H -0.681 -5.535 -1.207 0.0 0.0 0.0
H -1.113 -6.418 -2.681 0.0 0.0 0.0
H -1.977 -6.758 -1.166 0.0 0.0 0.0
H -4.320 -4.650 -3.273 0.0 0.0 0.0
H -4.205 -6.221 -2.441 0.0 0.0 0.0
H -3.221 -5.897 -3.883 0.0 0.0 0.0

# 2
49
Properties=species:S:1:pos:R:3:forces:R:3 method="wB97M-V/def2-TZVPD" gap_ev=6.2 total_energy_ev=-40066.309 smiles="CCN(CC[PH4])C(C)=O.O=C1C=CC(=O)C=C1.O=C1C=CC(=O)C=C1"
C 1.811 -2.299 1.840 -0.2 0.4 -0.2
C 1.703 -1.647 0.453 -0.1 -0.5 0.6
N 0.684 -0.589 0.451 0.7 0.2 -0.4
C -0.554 -0.939 -0.260 -0.5 -0.2 0.3
C -1.533 -1.786 0.555 0.2 0.2 -0.1
P -1.823 -1.211 2.369 0.0 0.0 0.1
C 1.184 0.671 0.024 0.0 0.1 -0.4
C 0.509 1.875 0.644 -0.1 -0.3 -0.1
O 2.092 0.797 -0.773 -0.1 -0.1 0.5
H 1.754 -1.521 2.602 0.1 0.0 0.1
H 2.766 -2.808 1.952 0.0 -0.2 0.0
H 0.987 -2.988 2.013 0.0 -0.2 0.1
H 1.446 -2.425 -0.269 0.1 0.1 -0.2
H 2.676 -1.233 0.203 -0.1 0.1 -0.3
H -0.298 -1.488 -1.172 0.0 0.1 -0.1
H -1.058 -0.028 -0.586 0.0 0.1 0.1
H -2.499 -1.746 0.048 -0.1 -0.1 0.0
H -1.200 -2.827 0.554 0.0 -0.1 0.1
H -1.155 0.014 2.141 0.0 -0.1 0.0
H -3.225 -1.190 2.183 0.0 -0.1 0.0
H -1.201 -2.403 2.856 0.0 0.1 0.0
H -2.020 -0.807 3.774 -0.1 0.0 0.0
H 0.248 1.669 1.679 0.1 0.1 0.1
H 1.184 2.720 0.559 -0.1 0.1 0.0
H -0.427 2.084 0.125 0.0 0.1 -0.1
O 0.711 -4.124 -2.972 0.0 0.0 0.0
C 1.591 -3.522 -3.549 0.0 0.0 0.0
C 2.606 -4.235 -4.366 0.0 0.0 0.0
C 3.575 -3.572 -4.991 0.0 0.0 0.0
C 3.683 -2.093 -4.898 0.0 0.0 0.0
O 4.567 -1.493 -5.468 0.0 0.0 0.0
C 2.669 -1.382 -4.080 0.0 0.0 0.0
C 1.698 -2.047 -3.460 0.0 0.1 0.0
H 2.509 -5.311 -4.418 0.0 0.0 0.0
H 4.326 -4.069 -5.591 0.0 0.0 0.0
H 2.767 -0.306 -4.017 0.0 0.0 0.0
H 0.950 -1.549 -2.858 0.0 0.0 0.0
O -2.698 6.989 3.070 0.0 0.0 0.0
C -2.748 5.843 2.683 0.0 0.0 0.0
C -3.043 5.521 1.264 0.0 0.0 0.0
C -3.100 4.261 0.840 0.0 0.0 0.0
C -2.870 3.127 1.768 0.0 0.0 0.0
O -2.914 1.978 1.383 0.0 -0.1 -0.1
C -2.576 3.447 3.187 0.0 0.0 0.0
C -2.518 4.706 3.611 0.0 -0.1 0.0
H -3.206 6.364 0.605 0.0 0.0 0.0
H -3.313 4.002 -0.190 0.0 0.0 0.0
H -2.412 2.601 3.844 0.0 0.0 0.0
H -2.304 4.965 4.640 0.0 0.0 0.0

# 3
13
Properties=species:S:1:pos:R:3:forces:R:3 method="wB97M-V/def2-TZVPD" gap_ev=8.9 total_energy_ev=-10847.854 smiles="Cc1ccc(=O)on1" e_above_lowest_kj_mol=333.9
C -0.853 1.547 1.076 -2.2 2.8 2.2
C -0.305 0.640 0.088 -0.7 -0.8 -2.5
C 0.158 -0.608 0.522 2.8 -1.4 -1.7
C 0.798 -1.472 -0.339 -3.1 -0.2 6.2
C 0.769 -1.182 -1.649 4.8 -0.9 -6.5
O 1.597 -1.760 -2.429 -3.4 1.9 1.6
O 0.082 -0.066 -2.093 0.1 -1.0 0.9
N -0.459 0.817 -1.196 -0.2 1.5 0.6
H -1.292 0.940 1.905 -0.1 0.2 -0.8
H -0.079 2.088 1.718 -0.7 -0.3 -1.4
H -1.726 2.302 0.719 2.4 -1.8 0.6
H 0.266 -0.824 1.529 -0.3 -0.3 2.0
H 1.045 -2.422 0.149 0.6 0.3 -1.1

# 4
15
Properties=species:S:1:pos:R:3:forces:R:3 method="wB97M-V/def2-TZVPD" gap_ev=9.2 total_energy_ev=-9406.333 smiles="C1=CO[C@@H]2C[C@@H]2O1.[H][H]" e_above_lowest_kj_mol=337.6
C 1.104 -0.561 -0.370 0.1 0.1 -0.1
C 0.652 0.542 -0.963 0.2 -0.1 0.0
O -0.663 0.904 -1.060 0.0 0.0 0.0
C -1.551 0.042 -0.403 -0.2 -0.1 0.0
C -1.520 -0.010 1.100 -0.1 0.1 0.2
C -1.040 -1.182 0.285 -0.2 -0.1 0.0
O 0.324 -1.497 0.253 0.0 0.0 0.0
H 2.158 -0.803 -0.320 -0.2 0.1 0.0
H 1.313 1.274 -1.407 -0.1 -0.2 0.0
H -2.498 -0.005 -0.931 0.1 0.0 0.1
H -0.741 0.591 1.563 -0.1 -0.1 -0.1
H -2.446 -0.085 1.663 0.1 0.0 -0.1
H -1.637 -2.088 0.255 0.1 0.2 0.0
H 3.573 1.595 0.013 0.1 0.0 0.0
H 2.974 1.282 0.322 0.1 0.1 0.0

# 5
57
Properties=species:S:1:pos:R:3:forces:R:3 method="wB97M-V/def2-TZVPD" gap_ev=8.5 total_energy_ev=-30742.354 smiles="CCCCC(=O)Nc1ccc2c(c1)nc(CCN1CCN(C)CC1)n2C" e_above_lowest_kj_mol=2.2
C 2.534 -5.085 5.121 0.2 0.2 -0.1
C 3.058 -3.712 4.720 -0.3 -0.1 0.1
C 2.166 -2.593 5.251 0.3 0.0 -0.1
C 2.696 -1.208 4.866 0.0 -0.1 0.0
C 2.800 -1.027 3.358 -0.1 0.1 0.6
O 3.861 -0.896 2.788 0.3 0.0 -0.2
N 1.583 -1.026 2.750 -0.4 -0.1 0.2
C 1.255 -0.927 1.389 -0.1 0.0 -0.3
C 2.233 -0.699 0.410 0.2 0.0 0.1
C 1.901 -0.599 -0.925 -0.1 0.0 -0.2
C 0.566 -0.732 -1.271 -0.1 -0.1 0.7
C -0.427 -0.962 -0.292 0.7 0.2 -0.4
C -0.083 -1.060 1.049 0.2 0.0 -0.1
N -1.650 -1.050 -0.902 -0.6 -0.1 0.1
C -1.425 -0.881 -2.176 0.0 -0.2 0.0
C -2.513 -0.871 -3.193 0.0 0.2 -0.1
C -2.639 0.501 -3.885 0.0 0.0 0.0
N -2.156 1.565 -3.027 -0.1 0.1 -0.2
C -3.020 1.810 -1.885 0.1 0.0 0.3
C -2.356 2.817 -0.956 -0.3 -0.1 0.0
N -2.126 4.065 -1.661 0.0 0.0 0.0
C -1.573 5.080 -0.793 0.0 0.0 0.0
C -1.278 3.816 -2.809 -0.2 0.0 -0.3
C -1.952 2.812 -3.738 0.2 0.2 0.0
N -0.104 -0.699 -2.471 -0.2 -0.3 0.1
C 0.485 -0.450 -3.753 0.0 0.2 -0.2
H 3.184 -5.869 4.738 0.0 -0.1 0.0
H 2.489 -5.176 6.205 0.0 -0.1 0.1
H 1.534 -5.245 4.723 -0.1 -0.1 0.0
H 3.112 -3.645 3.631 0.1 0.0 0.0
H 4.070 -3.579 5.106 0.1 0.1 -0.1
H 1.152 -2.731 4.868 -0.1 0.0 0.1
H 2.115 -2.658 6.341 -0.1 0.0 0.0
H 3.696 -1.072 5.279 0.0 0.1 -0.1
H 2.044 -0.432 5.276 0.0 0.0 0.0
H 0.780 -1.149 3.351 0.2 0.0 0.0
H 3.260 -0.603 0.719 0.0 0.0 0.0
H 2.667 -0.418 -1.663 0.1 0.0 0.0
H -0.843 -1.233 1.796 -0.1 0.0 0.1
H -3.433 -1.122 -2.667 0.1 -0.1 0.0
H -2.335 -1.642 -3.947 -0.1 0.0 0.0
H -3.688 0.659 -4.192 0.1 0.0 0.0
H -2.028 0.513 -4.792 -0.1 0.0 0.0
H -3.171 0.876 -1.345 -0.1 0.0 0.0
H -4.000 2.205 -2.209 0.0 0.0 0.0
H -3.011 3.014 -0.104 0.0 0.0 0.0
H -1.412 2.384 -0.580 0.0 0.0 0.0
H -1.455 6.005 -1.357 0.0 0.1 0.0
H -2.265 5.259 0.029 0.0 0.1 0.1
H -0.595 4.796 -0.373 0.0 0.0 0.0
H -1.121 4.758 -3.341 0.0 0.0 0.0
H -0.293 3.416 -2.503 0.0 0.0 0.0
H -1.311 2.631 -4.605 0.0 0.0 0.0
H -2.907 3.238 -4.093 0.1 0.0 0.0
H -0.036 -1.021 -4.522 0.1 0.0 0.0
H 1.530 -0.760 -3.733 -0.1 0.0 0.0
H 0.434 0.613 -4.001 0.0 0.0 0.0

# 6
16
Properties=species:S:1:pos:R:3:forces:R:3 method="wB97M-V/def2-TZVPD" gap_ev=10.5 total_energy_ev=-6380.876 smiles="C=C=CCCC" e_above_lowest_kj_mol=287.9
C 0.517 1.181 1.502 0.9 0.6 0.7
C 1.419 1.062 0.555 -0.4 0.0 0.1
C 1.711 0.720 -0.666 -1.4 -0.4 -0.1
C 0.302 0.170 -1.276 2.1 0.6 0.3
C -0.888 -0.140 -0.352 -0.7 -0.6 -1.7
C -0.883 -1.412 0.510 0.1 0.0 -0.2
H -0.088 2.078 1.572 0.1 0.1 0.1
H 0.401 0.439 2.282 0.1 0.1 0.0
H 2.671 0.805 -1.212 -0.9 -0.1 0.4
H 0.503 -0.778 -1.791 0.1 0.3 -0.2
H -0.073 0.918 -1.994 0.4 -0.3 0.0
H -1.405 -0.416 -1.292 -1.3 -0.3 0.8
H -1.502 0.679 0.054 0.8 -0.1 -0.1
H -0.572 -1.331 1.559 0.0 0.3 -0.4
H -1.894 -1.838 0.514 0.2 0.0 0.0
H -0.218 -2.139 0.036 -0.1 -0.1 0.1